Record 1
{
  "formula": "C4H11N3O",
  "method": "the ωB97M-V functional and the def2-TZVPD basis",
  "elements": ["N", "C", "C", "N", "C", "C", "N", "O", "H", "H", "H", "H", "H", "H", "H", "H", "H", "H", "H"],
  "positions_angstrom": [[1.885, -1.675, 1.965], [1.067, -0.681, 1.315], [1.098, -0.727, -0.230], [-0.258, -0.513, -0.841], [-0.420, 0.787, -1.496], [-1.516, 1.680, -1.015], [-2.431, 1.148, -0.149], [-1.583, 2.825, -1.408], [2.798, -1.525, 2.347], [1.682, -2.601, 1.636], [0.051, -0.904, 1.588], [1.225, 0.345, 1.637], [1.441, -1.688, -0.599], [1.741, 0.051, -0.659], [-0.838, -0.525, -0.008], [-0.605, 0.594, -2.557], [0.482, 1.415, -1.522], [-3.140, 1.819, 0.094], [-2.677, 0.176, -0.097]],
  "forces_ev_per_a": [[-0.454, 0.118, 0.324], [0.360, -0.273, -0.776], [-0.491, 0.446, -0.938], [0.656, 0.397, 1.288], [0.501, -0.503, -0.767], [-0.250, -0.239, -0.359], [-0.169, 0.638, 0.221], [-0.052, 0.207, 0.285], [0.050, 0.256, -0.357], [0.377, -0.116, 0.097], [-0.748, -0.080, 0.266], [0.405, -0.091, 0.336], [0.321, -0.229, 0.244], [0.237, -0.299, 0.238], [-0.334, 0.028, -0.354], [-0.231, 0.189, -0.053], [-0.064, -0.261, 0.357], [-0.273, -0.143, 0.083], [0.159, -0.047, -0.135]],
  "smiles": "NCCNCC(N)=O",
  "energy_ev": -10843.7302,
  "gap_ev": 9.9,
  "de_lowest_kcal_mol": 34.15,
  "lumo_energy_ev": 0.94
}



Record 2
{
  "formula": "C3H8N2O2",
  "method": "the ωB97M-V functional and the def2-TZVPD basis",
  "elements": ["C", "C", "N", "C", "N", "H", "H", "H", "H", "H", "H", "O", "H", "H", "O"],
  "positions_angstrom": [[-2.125, -0.745, 0.039], [-1.224, -1.239, -0.874], [-0.077, -1.480, -0.139], [-0.354, -1.099, 1.132], [-1.600, -0.697, 1.289], [-3.165, -0.613, -0.223], [-1.194, -1.297, -1.947], [0.870, -1.739, -0.411], [0.309, -1.234, 1.963], [3.204, 0.767, -0.856], [1.806, 1.024, -0.011], [2.590, 0.472, -0.199], [0.585, 3.093, 0.670], [-0.255, 2.309, -0.380], [0.630, 2.479, -0.053]],
  "forces_ev_per_a": [[-0.441, -0.797, -1.338], [0.911, 0.319, 0.284], [0.326, 0.408, 0.533], [-0.726, -0.337, 0.456], [0.538, 0.076, -0.038], [-0.010, 0.461, 0.411], [-0.322, -0.228, -0.022], [-0.639, 0.226, -0.288], [0.443, 0.044, -0.002], [-0.181, 0.886, -0.448], [0.814, 0.428, -0.812], [-0.578, -1.432, 1.209], [-0.297, 0.350, 0.451], [-0.254, 0.076, 0.183], [0.416, -0.480, -0.580]],
  "smiles": "c1c[nH]cn1.O.O",
  "energy_ev": -10315.8054,
  "gap_ev": 9.5,
  "de_lowest_kcal_mol": 26.45,
  "lumo_energy_ev": 0.65
}



Record 3
{
  "formula": "C29H35CoF5N4P2",
  "method": "the ωB97M-V functional and the def2-TZVPD basis",
  "elements": ["Co", "C", "C", "C", "C", "C", "C", "C", "C", "C", "H", "H", "H", "H", "H", "H", "H", "H", "H", "H", "H", "H", "H", "H", "H", "P", "P", "N", "N", "N", "N", "C", "C", "C", "C", "C", "C", "C", "C", "C", "C", "C", "C", "C", "C", "C", "C", "C", "C", "H", "H", "H", "H", "H", "H", "H", "H", "H", "H", "H", "H", "H", "H", "H", "H", "H", "H", "H", "H", "F", "C", "F", "C", "F", "F", "F"],
  "positions_angstrom": [[-0.691, 1.382, -5.440], [-1.796, 1.587, -6.857], [-1.362, 0.213, -6.747], [-0.206, -0.369, -7.534], [0.987, 0.619, -7.483], [1.031, 1.300, -6.142], [0.610, 2.655, -5.923], [-0.092, 3.469, -6.995], [-1.161, 2.628, -7.758], [1.630, 0.182, -0.551], [-2.834, 1.814, -6.542], [-2.067, -0.562, -6.387], [-0.504, -0.657, -8.553], [0.100, -1.317, -7.062], [1.934, 0.083, -7.611], [0.943, 1.337, -8.307], [1.793, 0.934, -5.446], [1.151, 3.267, -5.171], [0.612, 3.948, -7.694], [-0.609, 4.339, -6.545], [-1.982, 3.299, -8.053], [-0.805, 2.199, -8.707], [1.066, 1.086, -0.840], [2.510, 0.465, 0.034], [0.956, -0.454, 0.041], [2.091, -0.790, -1.969], [-2.233, -0.250, -1.594], [3.238, 0.236, -2.785], [3.086, -2.015, -1.421], [-3.057, 0.560, -2.979], [-3.280, -1.657, -1.377], [0.556, -0.731, -3.059], [-0.841, -1.150, -2.461], [3.113, 1.623, -2.756], [4.181, 2.187, -3.421], [4.969, 1.119, -3.951], [4.391, -0.076, -3.530], [4.084, -1.800, -0.445], [4.720, -3.003, -0.185], [4.086, -4.010, -1.007], [3.107, -3.383, -1.759], [-2.474, 1.616, -3.717], [-3.482, 2.532, -4.066], [-4.716, 1.915, -3.781], [-4.441, 0.732, -3.104], [-4.394, -2.235, -2.004], [-4.797, -3.331, -1.242], [-3.824, -3.526, -0.222], [-2.891, -2.512, -0.339], [0.744, -1.399, -3.924], [0.491, 0.239, -3.611], [-1.365, -1.628, -3.317], [-0.626, -1.900, -1.679], [2.311, 2.086, -2.223], [4.382, 3.238, -3.488], [5.838, 1.221, -4.580], [4.709, -1.099, -3.663], [4.194, -0.844, 0.027], [5.536, -3.169, 0.507], [4.324, -5.080, -1.017], [2.388, -3.771, -2.482], [-1.390, 1.798, -3.681], [-3.311, 3.563, -4.376], [-5.700, 2.332, -3.945], [-5.139, 0.012, -2.713], [-4.784, -1.905, -2.964], [-5.729, -3.878, -1.335], [-3.810, -4.295, 0.541], [-1.954, -2.342, 0.168], [-2.380, -0.295, 1.065], [-2.617, 0.592, 0.023], [-3.999, 0.796, -0.064], [-1.943, 1.927, 0.323], [-2.683, 2.600, 1.226], [-0.698, 1.766, 0.859], [-1.823, 2.703, -0.802]],
  "forces_ev_per_a": [[-0.302, -1.013, 5.118], [-1.281, -1.141, -1.705], [-0.975, -0.256, -1.294], [0.190, -0.018, 0.039], [0.427, -0.687, -0.551], [0.879, 1.368, -0.531], [1.443, 0.964, -0.443], [-0.135, 0.336, -0.360], [-0.675, 0.567, -0.539], [-0.384, 0.164, 0.574], [0.627, -0.210, -0.216], [0.105, 0.643, -0.078], [0.180, 0.256, -0.011], [-0.076, 0.225, 0.033], [-0.113, -0.080, -0.166], [0.002, -0.063, 0.211], [-0.188, -0.037, -0.007], [-0.401, -0.560, -0.279], [-0.026, -0.298, -0.064], [0.189, -0.480, 0.118], [0.291, 0.025, -0.082], [0.079, 0.100, 0.421], [0.329, -0.461, 0.063], [-0.291, -0.002, -0.012], [0.239, 0.290, 0.084], [-1.982, -0.591, -1.795], [1.727, 0.704, -3.816], [0.126, 0.032, -0.304], [3.068, -1.046, 2.053], [-0.178, -0.239, 0.550], [1.323, -0.189, 0.244], [-1.317, 1.919, -1.293], [0.830, -1.880, -1.405], [1.035, -0.149, -0.341], [-0.648, -0.782, 0.156], [-0.803, -0.901, 0.654], [-0.229, 1.072, 0.036], [0.293, -1.826, -0.222], [-0.893, 0.441, -0.564], [-0.288, 0.609, -0.281], [0.235, 0.323, 0.516], [-0.855, 1.586, 1.120], [1.575, -1.014, 0.215], [0.084, -0.882, 1.075], [-0.121, 0.953, -0.208], [-0.517, -0.437, 0.639], [0.523, 0.970, -0.465], [0.644, 0.805, 0.188], [-1.011, -0.658, -0.283], [0.034, 0.027, 0.751], [-0.223, 0.231, 0.264], [0.178, -0.296, 0.585], [-0.028, -0.338, -0.299], [-0.171, 0.178, 0.065], [-0.035, 0.180, -0.167], [0.088, -0.100, 0.116], [-0.131, 0.082, -0.008], [0.198, 0.172, -0.115], [-0.176, 0.075, -0.022], [-0.151, 0.645, -0.100], [0.342, 0.184, 0.310], [-0.324, 0.059, 0.575], [-0.011, -0.564, -0.446], [0.107, -0.194, -0.068], [0.127, 0.201, 0.184], [0.149, 0.125, 0.588], [0.386, -0.015, -0.367], [0.000, 0.100, -0.222], [-0.251, -0.080, 0.190], [0.000, 1.439, -0.722], [-3.023, -1.283, 0.730], [0.329, 0.619, 1.136], [0.695, 1.447, 0.298], [0.523, -0.331, -0.634], [-1.173, 0.009, -0.687], [-0.215, -1.025, 1.273]],
  "multiplicity": 4,
  "energy_ev": -106382.4278,
  "gap_ev": [5.1, 7.8],
  "s_squared": 3.82,
  "lumo_energy_ev": [0.13, 0.28]
}



Record 4
{
  "formula": "O3S2",
  "method": "the ωB97M-V functional and the def2-TZVPD basis",
  "elements": ["O", "O", "O", "S", "S"],
  "positions_angstrom": [[1.689, 0.521, -0.460], [-1.682, -1.180, 0.823], [-1.716, 0.968, -0.321], [2.899, 0.041, 0.185], [-1.189, -0.350, -0.228]],
  "forces_ev_per_a": [[-1.369, 0.555, -0.719], [0.048, -0.318, 0.220], [-0.034, 0.445, -0.161], [1.433, -0.547, 0.747], [-0.078, -0.135, -0.087]],
  "energy_ev": -27810.5362,
  "gap_ev": [7.8, 7.8],
  "de_lowest_kcal_mol": 3.86,
  "lumo_energy_ev": [-1.89, -1.90]
}